C24H43BrO16 | the ωB97M-V functional and the def2-TZVPD basis

Each line ends with the Mulliken charge.
Element x y z (Å)
O1 1.088 1.853 -0.538  -0.5413
C1 1.679 1.121 0.198  0.2937
Br1 1.115 -0.731 0.499  -0.1283
C2 2.957 1.526 0.941  -0.6418
C3 4.111 1.720 -0.044  0.6439
C4 5.272 2.258 0.292  -0.5122
C5 6.309 2.473 -0.793  0.1345
O2 7.486 2.238 -0.657  -0.5958
C6 5.680 2.958 -2.089  0.0417
C7 6.244 3.923 -2.887  -0.7186
C8 5.543 4.314 -4.014  -0.5113
C9 4.325 3.774 -4.343  -0.0314
O3 3.640 4.219 -5.459  -0.5520
C10 3.762 2.769 -3.567  -0.4459
C11 4.462 2.392 -2.452  0.7209
C12 3.942 1.322 -1.503  0.1350
O4 3.505 0.256 -1.866  -0.5391
H1 3.195 0.856 1.769  0.4736
H2 2.741 2.533 1.327  0.3037
H3 5.442 2.573 1.319  0.6227
H4 7.202 4.367 -2.636  0.4990
H5 5.944 5.078 -4.676  0.4337
H6 3.049 4.911 -5.139  0.3377
H7 2.804 2.316 -3.801  0.5804
C13 -3.889 0.957 1.634  -0.3127
C14 -2.766 0.049 2.088  -0.5459
O5 -1.940 -0.287 0.972  -0.4005
O6 -4.650 0.317 0.617  -0.4470
H8 -4.556 1.203 2.461  0.3483
H9 -3.481 1.886 1.216  0.2531
H10 -3.167 -0.888 2.475  0.2892
H11 -2.158 0.526 2.864  0.2969
H12 -1.460 0.508 0.715  0.2455
H13 -4.014 -0.171 0.078  0.3041
C15 0.108 -1.739 -3.658  0.0020
C16 -0.122 -0.506 -4.506  -0.5379
O7 -0.464 0.596 -3.659  -0.5460
O8 -1.057 -2.026 -2.896  -0.4971
H14 0.340 -2.607 -4.276  0.3395
H15 0.936 -1.568 -2.957  0.0284
H16 -0.964 -0.658 -5.180  0.2862
H17 0.767 -0.256 -5.092  0.2921
H18 0.323 0.838 -3.159  0.3086
H19 -1.417 -1.169 -2.633  0.3303
C17 3.770 -4.176 -0.092  -0.0534
C18 3.069 -5.462 -0.481  -0.4888
O9 1.676 -5.361 -0.174  -0.5306
O10 3.579 -3.914 1.291  -0.5120
H20 4.841 -4.238 -0.285  0.3129
H21 3.353 -3.332 -0.657  0.0424
H22 3.458 -6.297 0.100  0.2758
H23 3.194 -5.677 -1.546  0.2977
H24 1.284 -4.730 -0.788  0.3131
H25 2.675 -4.190 1.489  0.3455
C19 -7.720 -1.766 -0.329  -0.2386
C20 -7.958 -0.531 -1.173  -0.4813
O11 -8.300 0.563 -0.323  -0.5662
O12 -8.885 -2.063 0.435  -0.4915
H26 -7.487 -2.631 -0.952  0.2922
H27 -6.895 -1.594 0.371  0.1827
H28 -8.801 -0.687 -1.846  0.3133
H29 -7.074 -0.270 -1.762  0.3072
H30 -7.504 0.803 0.168  0.3213
H31 -9.249 -1.208 0.701  0.3592
C21 -10.013 -3.234 4.472  -0.2012
C22 -10.906 -4.028 3.541  -0.4347
O13 -11.686 -3.130 2.751  -0.5625
O14 -10.800 -2.390 5.303  -0.5207
H32 -9.426 -3.894 5.111  0.2987
H33 -9.333 -2.597 3.892  0.1806
H34 -11.604 -4.639 4.112  0.2839
H35 -10.321 -4.676 2.881  0.2881
H36 -11.085 -2.695 2.134  0.3247
H37 -11.524 -2.073 4.748  0.3438
C23 8.114 3.971 3.126  -0.4734
C24 9.236 3.050 3.561  -0.4971
O15 10.021 2.679 2.428  -0.5300
O16 7.307 3.330 2.145  -0.4007
H38 7.480 4.242 3.970  0.3176
H39 8.525 4.885 2.679  0.2787
H40 8.831 2.129 3.977  0.2728
H41 9.875 3.530 4.308  0.3354
H42 10.506 3.458 2.139  0.3102
H43 7.913 2.818 1.587  0.3450

Output
Energy relative to the best compared isomer or geometry (same formula, charge and spin) (kcal/mol): 0.0
Multiplicity: 1
HOMO (eV): -9.9
E_LUMO (eV): -0.883
Net charge: 0
Kohn-Sham gap (eV): 9.0
SMILES: O=C(Br)CC1=CC(=O)c2ccc(O)cc2C1=O.OCCO.OCCO.OCCO.OCCO.OCCO.OCCO

---

C24H43ClFNO13PS2 | the ωB97M-V functional and the def2-TZVPD basis

Each line ends with the Mulliken charge.
Element x y z (Å)
O1 -1.293 3.150 -2.173  -0.6847
S1 -1.317 2.115 -1.196  1.2182
O2 -0.265 2.042 -0.225  -0.6325
O3 -2.693 2.246 -0.425  -0.2794
C1 -1.411 0.517 -1.993  -0.9906
C2 -0.129 -0.279 -1.775  0.1014
C3 1.098 0.389 -2.400  -0.6523
C4 2.145 -0.654 -2.887  -0.7046
C5 3.565 -0.241 -2.656  -0.0870
C6 4.492 -0.925 -1.872  0.7090
C7 4.106 -2.181 -1.143  -1.7175
C8 3.818 -1.916 0.360  -0.4039
C9 2.536 -2.568 0.820  -0.7791
F1 1.460 -1.794 0.387  -0.2227
C10 5.790 -0.422 -1.746  1.0103
C11 6.839 -1.134 -0.933  -0.8099
C12 7.903 -0.260 -0.254  -0.9513
C13 7.429 0.251 1.098  -0.3236
Cl1 8.794 0.781 2.095  -0.1816
C14 6.123 0.749 -2.427  -0.6343
C15 5.210 1.397 -3.196  -0.3989
P1 5.673 2.925 -4.107  0.2071
S2 5.053 3.073 -5.930  -0.3381
N1 3.971 0.888 -3.276  0.5056
O4 3.063 1.604 -4.007  -0.4508
H1 -2.715 1.589 0.289  0.2588
H2 -2.230 -0.018 -1.508  0.2168
H3 -1.706 0.632 -3.033  0.5156
H4 -0.296 -1.280 -2.177  -0.4362
H5 0.003 -0.408 -0.704  0.4639
H6 1.545 1.113 -1.724  0.6487
H7 0.748 0.936 -3.273  0.3724
H8 1.931 -1.609 -2.426  -0.1150
H9 2.016 -0.793 -3.963  0.4999
H10 3.265 -2.687 -1.604  0.8938
H11 4.944 -2.871 -1.217  0.6171
H12 4.623 -2.301 0.986  0.4159
H13 3.745 -0.841 0.524  0.3670
H14 2.491 -2.619 1.906  0.3348
H15 2.439 -3.570 0.402  0.3581
H16 6.391 -1.767 -0.175  0.1462
H17 7.356 -1.810 -1.621  0.3800
H18 8.766 -0.895 -0.063  0.4607
H19 8.264 0.551 -0.879  0.4220
H20 6.715 1.067 1.012  0.3465
H21 6.956 -0.560 1.647  0.1856
H22 7.119 1.155 -2.370  0.2503
H23 5.349 3.965 -3.225  0.1564
H24 7.064 2.804 -4.024  0.0979
H25 3.082 1.266 -4.920  0.3947
C16 -7.983 -0.241 2.564  -0.7280
O5 -6.910 0.145 1.696  -0.1691
C17 -6.904 1.428 1.337  0.5758
O6 -7.704 2.263 1.654  -0.5591
O7 -5.835 1.608 0.561  -0.0996
C18 -5.652 2.920 0.011  -0.5417
H26 -7.849 -1.302 2.751  0.2290
H27 -7.932 0.307 3.503  0.3051
H28 -8.944 -0.070 2.083  0.3161
H29 -5.561 3.673 0.791  0.3252
H30 -6.472 3.175 -0.658  0.3257
H31 -4.714 2.821 -0.524  0.0775
C19 -4.732 -2.174 0.037  -0.5883
O8 -4.097 -2.409 -1.230  -0.3498
C20 -2.880 -2.934 -1.169  0.8737
O9 -2.270 -3.222 -0.175  -0.5739
O10 -2.442 -3.100 -2.425  -0.3497
C21 -1.146 -3.691 -2.517  -0.1638
H32 -5.704 -1.749 -0.191  0.2119
H33 -4.858 -3.104 0.587  0.3373
H34 -4.159 -1.464 0.628  0.2738
H35 -1.143 -4.685 -2.074  0.3583
H36 -0.405 -3.063 -2.025  -0.1198
H37 -0.926 -3.766 -3.579  0.2681
C22 -3.765 0.657 7.940  -0.6278
O11 -4.607 1.525 7.176  -0.3259
C23 -4.388 1.491 5.866  0.7473
O12 -3.570 0.811 5.302  -0.5571
O13 -5.233 2.338 5.278  -0.3403
C24 -5.102 2.397 3.858  -0.3994
H38 -4.057 0.794 8.976  0.2192
H39 -3.917 -0.379 7.648  0.2937
H40 -2.719 0.930 7.814  0.2927
H41 -5.301 1.421 3.420  0.1054
H42 -4.105 2.735 3.579  0.3036
H43 -5.839 3.114 3.507  0.2934

Output
Multiplicity: 1
HOMO (eV): -12.2
E_LUMO (eV): -4.299
Net charge: +1
Kohn-Sham gap (eV): 7.9

---

C24H43ClIrP2 | the ωB97M-V functional and the def2-TZVPD basis

Each line ends with the Mulliken spin population.
Element x y z (Å)
Ir1 0.618 1.942 0.354  1.1608
C1 2.764 2.323 -1.753  0.3482
C2 1.775 2.006 -2.714  0.2769
C3 0.740 3.353 -1.084  -0.0767
C4 2.167 3.092 -0.687  0.7069
C5 0.566 2.605 -2.365  0.3351
C6 4.213 2.084 -1.922  0.0028
H1 4.418 1.037 -2.189  0.0104
H2 4.771 2.321 -1.010  -0.0002
H3 4.613 2.710 -2.734  0.0235
C7 2.935 3.998 0.214  -0.0078
H4 3.877 3.527 0.520  0.0019
H5 2.362 4.222 1.119  0.0171
H6 3.169 4.940 -0.306  0.0174
C8 0.171 4.733 -0.944  0.0151
H7 0.298 5.259 -1.900  0.0138
H8 0.698 5.287 -0.168  -0.0048
H9 -0.894 4.684 -0.706  0.0079
C9 -0.661 2.692 -3.180  -0.0212
H10 -0.605 3.535 -3.889  0.0243
H11 -1.543 2.849 -2.542  0.0086
H12 -0.822 1.773 -3.761  0.0089
C10 1.996 1.207 -3.956  -0.0022
H13 2.049 1.867 -4.836  0.0112
H14 1.175 0.490 -4.120  0.0045
H15 2.932 0.632 -3.905  -0.0005
C11 1.500 0.598 1.752  0.2620
C12 2.179 0.385 0.525  0.1373
C13 1.871 -0.655 -0.507  0.0316
C14 0.377 -0.800 -0.892  -0.0655
C15 -0.506 0.383 -0.610  0.1667
C16 -1.101 0.714 0.640  0.1672
C17 -0.967 -0.111 1.885  0.0791
C18 0.489 -0.374 2.316  0.0365
H16 2.261 -1.634 -0.194  0.0130
H17 -0.034 -1.707 -0.426  0.1343
H18 2.438 -0.397 -1.415  0.0053
H19 0.764 -1.406 2.049  0.0209
H20 2.075 1.150 2.503  -0.0115
H21 3.177 0.829 0.453  0.0019
H22 0.530 -0.292 3.410  0.0070
H23 -1.487 0.389 2.709  0.0010
H24 -2.018 1.309 0.581  0.0080
H25 -1.468 -1.082 1.743  -0.0040
H26 0.329 -0.958 -1.980  0.0090
H27 -1.058 0.757 -1.483  0.0019
P1 -0.746 -3.494 1.369  0.5673
C19 -0.158 -4.018 3.040  0.0767
C20 -0.511 -5.110 0.511  0.0787
P2 -3.613 -2.873 0.478  0.0145
C21 -2.548 -3.644 1.798  0.0839
C22 -4.007 -4.393 -0.501  0.0027
C23 -5.149 -2.931 1.503  0.0008
H28 -0.497 -3.294 3.793  -0.0001
H29 0.940 -4.049 3.021  -0.0038
H30 -0.552 -5.015 3.278  0.0193
H31 -0.800 -5.942 1.167  0.0259
H32 0.563 -5.183 0.291  -0.0020
H33 -1.076 -5.153 -0.426  -0.0073
H34 -5.373 -3.961 1.804  -0.0004
H35 -5.980 -2.537 0.907  -0.0004
H36 -5.009 -2.308 2.395  -0.0003
H37 -2.730 -3.091 2.738  0.0075
H38 -2.827 -4.703 1.963  0.0191
H39 -4.790 -4.105 -1.216  0.0001
H40 -4.396 -5.191 0.145  -0.0013
H41 -3.130 -4.745 -1.055  -0.0001
Cl1 -0.072 2.676 3.424  0.0309
C24 -0.066 3.220 1.734  0.1801
H42 -1.117 3.430 1.496  0.0145
H43 0.515 4.149 1.747  0.0101

Output
Expectation value of S²: 8.7625
Energy relative to the best compared isomer or geometry (same formula, charge and spin) (kcal/mol): 0.0
Multiplicity: 6
HOMO (alpha / beta) (eV): -12.3 / -14.2
E_LUMO (alpha / beta) (eV): -4.729 / -9.954
Net charge: +2
Kohn-Sham gap (alpha / beta) (eV): 7.5 / 4.3

---

Electronic energy across the listed records, respectively: -128384.0088 -99884.5541 -59503.0036 eV.
Strongest force on any atom across the listed records, respectively: 1.6 1.2 5.1 eV/A.